{"formula": "C2H18N4O7", "method": "wB97M-V/def2-TZVPD", "homo_lumo_gap_ha": 0.3728, "total_charge": 0, "elements": ["O", "H", "H", "O", "H", "H", "O", "H", "H", "O", "H", "H", "O", "H", "H", "C", "O", "N", "N", "H", "H", "H", "H", "C", "O", "N", "N", "H", "H", "H", "H"], "xyz": [[0.765766, -1.055514, -2.483001], [0.247123, -0.269539, -2.156277], [1.615676, -0.928423, -2.084944], [-3.831794, 0.821896, 0.846652], [-3.863348, -0.008293, 1.372338], [-4.440899, 1.417193, 1.291187], [1.918115, 1.919664, -1.678288], [2.356562, 2.680468, -2.060662], [2.541906, 1.301342, -1.291674], [0.090885, 2.817503, 0.014627], [0.800901, 2.670368, -0.622341], [0.348105, 3.536642, 0.621881], [-1.333332, 1.125074, -1.594948], [-1.416403, 1.319587, -0.655382], [-2.111331, 1.506130, -2.048981], [-1.946535, -1.710617, 0.764538], [-2.783848, -1.474455, 1.621324], [-0.814483, -2.381195, 1.005016], [-2.072532, -1.468657, -0.526595], [-0.756146, -2.947119, 1.805275], [0.024422, -2.281831, 0.439166], [-2.457278, -0.575430, -0.779347], [-1.286602, -1.794075, -1.111534], [2.498276, -0.430852, 0.722485], [2.875860, -0.348563, -0.484189], [1.815044, 0.514292, 1.370991], [2.799898, -1.523405, 1.424026], [1.415538, 0.325476, 2.288443], [1.354048, 1.287961, 0.806297], [2.452375, -1.778294, 2.347267], [3.194030, -2.267333, 0.836649]], "forces_ev_per_angstrom": [[-1.7730, 0.7949, 0.3146], [0.6009, -0.8550, -0.6369], [0.9612, 0.1276, 0.4574], [-0.2892, -0.1105, 0.2958], [0.4219, 0.2279, -0.4630], [-0.0051, 0.1218, -0.1045], [-0.7876, 0.6907, -0.2966], [0.4277, -0.1431, -0.1132], [0.6455, -0.5910, 0.1744], [-0.4016, 0.5968, 1.4758], [0.3761, -0.0866, -0.5100], [-0.0961, -0.4904, -0.5879], [-0.5587, -0.1370, -0.7731], [-0.1163, 0.4540, -0.0008], [0.6551, -0.2118, 0.5912], [-0.5977, -0.5149, 0.6220], [-0.2323, 0.0311, 0.6639], [2.2305, -0.6950, 0.2899], [0.3492, 0.6358, -2.5880], [0.1044, -0.4170, 1.0581], [-0.6383, -0.1217, 0.0990], [-0.3166, -0.0168, -0.2666], [-0.8364, 0.6168, 0.2893], [0.3237, 0.3465, -2.1002], [-0.5850, 0.2822, 1.7273], [-1.4155, 2.1392, -0.4066], [0.7568, -2.3708, 0.2316], [0.1898, 0.0945, -0.5882], [0.7018, -1.3453, 1.0571], [0.1026, 0.4156, -0.6473], [-0.1979, 0.5316, 0.7355]], "mulliken_charge": [-0.668, 0.314, 0.361, -0.611, 0.369, 0.272, -0.659, 0.271, 0.359, -0.658, 0.458, 0.251, -0.581, 0.302, 0.256, 0.685, -0.749, -0.382, -0.386, 0.189, 0.177, 0.236, 0.243, 0.776, -0.839, -0.325, -0.461, 0.226, 0.114, 0.205, 0.255]}

{"formula": "C2H18O6S", "method": "wB97M-V/def2-TZVPD", "homo_lumo_gap_ha": 0.3400, "total_charge": 0, "elements": ["C", "C", "S", "H", "H", "H", "H", "H", "H", "H", "H", "O", "H", "H", "O", "H", "H", "O", "H", "H", "O", "H", "H", "O", "H", "H", "O"], "xyz": [[-1.657531, -2.044141, 1.338341], [-1.163921, -1.902708, -0.093938], [-2.550421, -1.437807, -1.204736], [-2.556966, -2.649282, 1.415118], [-1.706826, -1.097026, 1.872740], [-0.853770, -2.559985, 1.889922], [-0.282412, -1.264203, 0.001972], [-0.849609, -2.815953, -0.574596], [-3.391931, -0.813475, -0.370404], [-0.185500, 0.709588, 2.763681], [0.221197, -0.762000, 3.375251], [0.486194, 0.057996, 2.962109], [0.397587, 1.982805, 0.387780], [0.246962, 3.288316, 1.205500], [-0.117871, 2.838220, 0.438770], [1.475764, 0.158014, -3.107884], [0.603542, 1.360238, -2.446284], [1.007713, 0.470459, -2.332724], [-0.056332, 2.860617, -1.275884], [-1.214063, 2.880635, -2.400844], [-0.274003, 2.876848, -2.222631], [1.796995, 0.263279, 0.946202], [1.704241, 0.739970, -0.611944], [1.671607, 0.984470, 0.321708], [1.816473, -0.883639, -1.072604], [3.162618, -1.573687, -0.438004], [2.270268, -1.667542, -0.766606]], "forces_ev_per_angstrom": [[1.1187, -1.0695, 0.3626], [-0.7478, 0.5589, 0.5767], [0.3936, 0.3200, -0.3930], [-0.1535, 0.2044, 0.1298], [-0.5899, 0.1867, -0.4054], [-0.2544, -0.1900, -0.0513], [-0.3292, 0.4266, -0.8616], [0.2294, -0.4800, 0.3486], [0.2751, 0.0403, 0.2586], [-0.6341, -0.5164, 0.3114], [-0.8439, 0.2694, 0.0187], [1.5830, 0.2824, -0.4111], [-0.0977, 0.6523, 0.4417], [0.0999, 0.1397, -0.1466], [-0.1239, -0.6508, 0.1796], [-0.0912, 0.3843, -0.2677], [-0.0772, -0.1138, -0.5287], [0.1778, -0.3193, 0.7435], [-0.8934, 0.6198, 0.2913], [-0.1377, -0.0631, 0.5505], [0.9965, -0.2895, -1.0092], [-0.1324, -0.3037, -0.3386], [0.0727, -0.3153, -0.0161], [0.1463, 0.7111, 0.4601], [0.5049, 0.3181, -0.2034], [0.0045, 0.7917, -0.1888], [-0.4959, -1.5942, 0.1484]], "mulliken_charge": [-1.162, 0.021, -0.249, 0.381, 0.291, 0.302, 0.113, 0.274, 0.103, 0.312, 0.298, -0.612, 0.468, 0.316, -0.756, 0.264, 0.401, -0.682, 0.423, 0.305, -0.756, 0.352, 0.313, -0.666, 0.265, 0.314, -0.634]}

{"formula": "C2H18O7", "method": "wB97M-V/def2-TZVPD", "spin_multiplicity": 2, "homo_lumo_gap_ha": [0.4038, 0.1484], "total_charge": 1, "elements": ["C", "O", "C", "H", "H", "H", "H", "H", "H", "H", "H", "O", "H", "H", "O", "H", "H", "O", "H", "H", "O", "H", "H", "O", "H", "H", "O"], "xyz": [[-1.718183, -0.713749, 0.132081], [-1.089370, -1.818382, 0.819071], [-1.681284, -0.992163, -1.364156], [-2.697289, -0.495771, 0.555042], [-1.090182, 0.168228, 0.327768], [-1.763188, -2.360738, 1.239940], [-2.248444, -1.859722, -1.664492], [-2.032850, -0.080852, -1.858978], [-0.636455, -1.085493, -1.713176], [0.664114, 0.805150, -1.577485], [1.477179, -0.079320, -0.485719], [1.523003, 0.285961, -1.418317], [-0.713414, 2.692748, -1.470161], [0.345264, 2.356371, -2.579756], [-0.456298, 2.042000, -2.146624], [1.310895, 2.097956, 2.994353], [0.316513, 1.681953, 1.993362], [0.799716, 2.469966, 2.263159], [-0.537020, -4.688834, 0.524207], [0.026390, -3.297673, 0.687303], [0.145716, -4.207148, 1.002669], [1.229977, 3.045184, -0.264775], [0.228648, 3.872272, 0.511309], [0.644217, 3.794450, -0.358117], [0.568820, -1.381998, 1.075884], [2.091509, -1.871828, 0.788791], [1.489413, -1.126521, 0.856783]], "forces_ev_per_angstrom": [[0.8659, -0.3386, -0.4464], [-0.5143, 0.6692, 0.1673], [0.0861, 1.3325, 0.2339], [-0.0902, -0.1710, -0.1990], [-0.1609, -0.0521, 0.1293], [0.0833, -0.0935, 0.2265], [-0.1089, -0.1931, -0.0832], [-0.2766, -0.3131, -0.2078], [-0.1559, -0.3558, 0.1766], [-0.9980, 0.5950, -0.4290], [0.3389, -1.1010, 1.6680], [0.0509, 0.1662, -0.6948], [0.5660, 0.3064, -0.2062], [-0.3500, 0.9033, -0.2408], [0.5368, -1.5414, 0.3052], [0.1951, 0.4937, 0.1091], [-0.3133, 0.0796, -0.0855], [0.0649, -0.6854, -0.0335], [0.1228, -0.2576, 0.0200], [-0.0063, -0.5513, 0.0347], [0.0096, 0.3419, -0.1701], [0.4516, 0.0258, 0.4033], [0.2905, 0.1592, 0.1187], [-0.6737, 0.0372, -0.1825], [0.2273, -0.6040, 0.1090], [-0.1891, -0.4170, 0.1921], [-0.0527, 1.5651, -0.9148]], "mulliken_charge": [0.123, -0.621, -0.939, 0.431, -0.201, 0.311, 0.356, 0.349, 0.141, 0.392, 0.497, -0.067, 0.390, 0.357, -0.673, 0.325, 0.298, -0.617, 0.310, 0.389, -0.636, 0.301, 0.345, -0.638, 0.443, 0.337, -0.700]}

Computed E_tot (eV) in order:
-22661.5660 -25486.2672 -16688.1551